{
  "formula": "H5NOSSi",
  "method": "ωB97M-V/def2-TZVPD",
  "charge": 0,
  "e_homo_ev": -9.5,
  "fmax_ev_per_a": 3.9,
  "de_lowest_kcal_mol": 8.6,
  "species": ["N", "Si", "O", "S", "H", "H", "H", "H", "H"],
  "coordinates": [[-1.13680, -0.70881, 0.42575], [-0.08298, 0.29816, -0.33859], [-0.07811, 1.95675, 0.14251], [1.96532, -0.49055, 0.07180], [-2.02782, -0.35881, 0.75921], [-0.73749, -1.65314, 0.81845], [-0.15668, 0.35426, -1.75080], [0.81730, 2.29967, 0.25288], [1.43727, -1.69752, -0.38121]]
}

---

{
  "formula": "H5NOSi",
  "method": "ωB97M-V/def2-TZVPD",
  "charge": 0,
  "e_homo_ev": -9.7,
  "fmax_ev_per_a": 3.7,
  "de_lowest_kcal_mol": 77.4,
  "species": ["N", "Si", "H", "H", "H", "O", "H", "H"],
  "coordinates": [[-0.57028, -0.69949, 1.21571], [-0.09756, -1.28292, -0.24208], [-1.13095, 0.08646, 1.21291], [0.89747, -2.49323, -0.19569], [-0.35832, -0.78049, -1.57009], [0.24265, 1.83876, -0.27724], [-0.57158, 1.67047, 0.16841], [0.57931, 2.50930, 0.34103]]
}

---

{
  "formula": "H5NP2S2",
  "method": "ωB97M-V/def2-TZVPD",
  "charge": 0,
  "e_homo_ev": -8.6,
  "fmax_ev_per_a": 6.1,
  "de_lowest_kcal_mol": 24.4,
  "species": ["S", "P", "N", "P", "S", "H", "H", "H", "H", "H"],
  "coordinates": [[3.07233, -0.51785, -1.13048], [1.12626, -0.29719, -0.99365], [0.23410, -1.05702, 0.21962], [-1.72943, -0.24672, 0.69352], [-1.20332, 1.72600, 1.45754], [0.52718, -0.81485, -2.19434], [0.51498, 0.93047, -1.12967], [0.65967, -1.52804, 0.90866], [-1.51004, 0.19400, -0.55501], [-1.69172, 1.61119, 2.72381]]
}

---

{
  "formula": "H5O3",
  "method": "ωB97M-V/def2-TZVPD",
  "charge": -1,
  "e_homo_ev": -3.9,
  "fmax_ev_per_a": 3.4,
  "de_lowest_kcal_mol": 13.4,
  "species": ["O", "H", "O", "H", "H", "O", "H", "H"],
  "coordinates": [[-0.23458, -0.27990, 0.68476], [-0.88417, -0.57520, 1.28686], [-0.65993, 1.88620, -0.96703], [-0.44874, 1.23341, -0.26863], [-1.62841, 1.87671, -0.79835], [1.41922, -1.74294, 0.24640], [1.81592, -1.38816, -0.56424], [0.62069, -1.01012, 0.38023]]
}

---

{
  "formula": "H68O34",
  "method": "ωB97M-V/def2-TZVPD",
  "charge": 0,
  "e_homo_ev": -11.1,
  "fmax_ev_per_a": 3.0,
  "de_lowest_kcal_mol": 28.5,
  "species": ["O", "H", "H", "O", "H", "H", "O", "H", "H", "O", "H", "H", "O", "H", "H", "O", "H", "H", "O", "H", "H", "O", "H", "H", "O", "H", "H", "O", "H", "H", "O", "H", "H", "O", "H", "H", "O", "H", "H", "O", "H", "H", "O", "H", "H", "O", "H", "H", "O", "H", "H", "O", "H", "H", "O", "H", "H", "O", "H", "H", "O", "H", "H", "O", "H", "H", "O", "H", "H", "O", "H", "H", "O", "H", "H", "O", "H", "H", "O", "H", "H", "O", "H", "H", "O", "H", "H", "O", "H", "H", "O", "H", "H", "O", "H", "H", "O", "H", "H", "O", "H", "H"],
  "coordinates": [[1.03884, 0.93370, -6.08379], [1.05371, 1.08123, -5.13084], [1.64039, 0.21219, -6.29946], [3.57114, 2.16524, 1.66723], [2.92559, 1.86134, 2.34377], [3.38829, 1.49819, 0.96504], [2.76796, 0.06896, -0.42011], [3.71406, -0.24056, -0.29620], [2.44204, -0.29536, -1.24969], [-1.71709, 0.09882, 5.52820], [-1.55759, -0.56783, 6.15684], [-0.99623, -0.05461, 4.84705], [0.75985, -1.20163, 4.08734], [0.76201, -2.18243, 4.16165], [0.72511, -0.97864, 3.15514], [-3.27318, -2.76238, -0.84098], [-3.14381, -2.25329, -1.66386], [-4.09664, -3.22188, -0.80466], [1.68584, 1.64813, 3.59966], [1.63927, 0.79561, 4.05109], [0.94776, 1.60896, 3.02501], [4.61107, -4.03365, 0.22049], [5.12617, -4.84677, 0.08487], [4.14544, -3.90889, -0.65038], [5.24401, -1.36752, -0.03125], [5.27885, -2.29377, 0.32358], [5.80167, -0.85514, 0.56855], [0.32051, -0.65254, 1.11965], [-0.36423, 0.01949, 1.29704], [0.97925, -0.24353, 0.54419], [0.38033, 4.95249, 3.38120], [0.20597, 4.02949, 3.63410], [-0.26902, 5.58589, 3.79817], [-1.90997, 1.50204, -6.60786], [-0.98794, 1.13489, -6.83967], [-1.62262, 2.35672, -6.21156], [-1.57486, -2.55666, 1.53286], [-0.81826, -1.93685, 1.32340], [-1.95377, -2.76643, 0.61876], [2.91555, 3.70835, -1.59982], [2.42525, 4.19333, -0.89493], [3.61199, 4.27046, -1.86059], [2.29714, -3.75112, 1.70996], [3.19919, -3.88607, 1.32584], [2.08679, -2.83403, 1.53713], [-0.15598, -5.35984, 0.75021], [0.73785, -5.04659, 1.05535], [-0.69582, -4.64629, 1.09536], [-5.35360, 0.22747, -1.30508], [-4.43247, 0.25337, -1.13541], [-5.72431, -0.10311, -0.45616], [3.40545, -3.34761, -2.07685], [2.52876, -3.78345, -2.20329], [3.37850, -2.52228, -2.64039], [-3.09273, 0.54011, -4.17529], [-2.75244, 0.92895, -5.04262], [-4.07214, 0.64931, -4.15929], [1.54353, 3.92107, 0.83776], [2.27172, 3.32333, 1.10576], [1.21994, 4.41556, 1.61558], [-3.15229, 1.71526, 3.84585], [-2.79535, 1.29020, 4.64741], [-3.47304, 0.91986, 3.36161], [-2.27197, 4.20912, 1.20520], [-3.17469, 4.59368, 1.07869], [-1.70948, 4.91002, 1.45997], [-1.72263, 2.95784, -2.82476], [-1.41976, 2.85805, -3.74593], [-2.47409, 2.38021, -2.83645], [-1.58241, -3.76066, 4.95680], [-2.34592, -4.36178, 5.05138], [-1.70555, -3.21569, 4.17707], [0.55701, -4.55933, -2.23173], [0.23995, -4.72465, -1.30587], [-0.20675, -4.34108, -2.79467], [-3.61128, -0.51375, 1.85388], [-2.81122, -0.94230, 1.65031], [-4.19577, -1.27074, 1.82379], [1.61137, -0.52741, -2.97065], [0.74227, -0.73425, -2.68716], [1.66222, 0.44516, -3.10439], [-0.37951, 2.48635, -0.30851], [0.28285, 3.22107, -0.12135], [-0.99469, 2.69902, -1.01360], [1.49305, 2.18629, -3.00541], [0.86198, 2.10226, -2.31442], [2.17596, 2.75829, -2.67187], [1.24991, -3.82019, 4.41519], [1.85898, -4.02929, 3.70924], [0.44681, -4.31334, 4.21051], [-0.08051, 3.61516, -5.05840], [0.46742, 4.02514, -5.75029], [0.52672, 3.13364, -4.42516], [-0.79068, 1.57030, 2.12465], [-1.50459, 1.69351, 2.72401], [-0.92898, 2.33110, 1.42543], [-2.69375, 0.74951, -0.34169], [-3.02626, 0.42957, 0.47759], [-1.91217, 1.26657, -0.09380], [-1.49283, -1.30466, -2.27918], [-1.97624, -0.69917, -1.62802], [-1.95625, -0.91282, -3.07304]]
}

---

{
  "formula": "H6N2",
  "method": "ωB97M-V/def2-TZVPD",
  "charge": 0,
  "e_homo_ev": -9.7,
  "fmax_ev_per_a": 0.5,
  "de_lowest_kcal_mol": 0.9,
  "species": ["N", "H", "H", "H", "N", "H", "H", "H"],
  "coordinates": [[-0.98794, 3.51818, -0.90301], [-0.88229, 3.91228, -1.84330], [-1.94591, 3.72172, -0.60052], [-0.91503, 2.50008, -0.99673], [0.17001, 3.68416, 2.54660], [-0.31004, 3.94806, 1.68026], [0.26248, 2.66338, 2.53694], [1.11810, 4.06977, 2.49126]]
}

---

{
  "formula": "H6N2",
  "method": "ωB97M-V/def2-TZVPD",
  "charge": 0,
  "e_homo_ev": -10.1,
  "fmax_ev_per_a": 0.5,
  "de_lowest_kcal_mol": 3.0,
  "species": ["N", "H", "H", "H", "N", "H", "H", "H"],
  "coordinates": [[0.14825, -2.07912, 1.21002], [-0.66592, -2.08129, 0.58732], [0.05513, -1.26021, 1.81939], [0.06747, -2.90697, 1.80899], [0.37019, 2.02242, -1.28395], [0.16005, 1.73919, -2.24637], [0.16699, 3.02486, -1.21724], [-0.30214, 1.54114, -0.67817]]
}

---

{
  "formula": "H6N2P2S",
  "method": "ωB97M-V/def2-TZVPD",
  "charge": 0,
  "e_homo_ev": -8.8,
  "fmax_ev_per_a": 3.2,
  "de_lowest_kcal_mol": 0.0,
  "species": ["N", "P", "S", "P", "N", "H", "H", "H", "H", "H", "H"],
  "coordinates": [[-2.31245, -0.68062, 0.07866], [-1.43334, 0.73280, -0.24173], [0.26303, -0.16737, -1.40434], [1.20007, -0.48403, 0.38032], [2.28059, 0.77092, 0.62951], [-2.13014, -0.99609, 1.04515], [-2.21660, -1.39012, -0.62623], [-2.01811, 1.21043, -1.47612], [2.28097, -1.44909, -0.24084], [1.87788, 1.67612, 0.81079], [2.95490, 1.04494, -0.06227]]
}

---

{
  "formula": "H6N2Si",
  "method": "ωB97M-V/def2-TZVPD",
  "charge": 0,
  "e_homo_ev": -8.9,
  "fmax_ev_per_a": 3.1,
  "de_lowest_kcal_mol": 55.1,
  "species": ["N", "N", "Si", "H", "H", "H", "H", "H", "H"],
  "coordinates": [[1.46869, -0.11538, -0.17222], [0.46248, 0.84370, 0.16226], [-1.03529, 0.09620, -0.11722], [1.52254, -0.05223, -1.15083], [1.04012, -0.98976, 0.22963], [0.61600, 1.54801, 0.95897], [-1.29387, -0.73286, -1.24558], [-2.08490, 1.09937, 0.04065], [-0.69577, -1.69704, 1.29436]]
}

---

{
  "formula": "H6O2Si2",
  "method": "ωB97M-V/def2-TZVPD",
  "charge": 0,
  "e_homo_ev": -9.5,
  "fmax_ev_per_a": 3.5,
  "de_lowest_kcal_mol": 27.4,
  "species": ["O", "Si", "O", "Si", "H", "H", "H", "H", "H", "H"],
  "coordinates": [[-1.56515, 1.19859, 0.47930], [-0.84217, -0.00530, -0.32078], [-1.55505, -1.44504, -0.16526], [1.57650, -0.01503, -0.01593], [-1.08294, 1.71192, 1.22220], [-1.16289, 0.23410, -1.79508], [-1.38122, -2.24096, 0.26141], [1.90103, 0.78752, 1.15085], [2.20700, -1.30182, 0.02811], [1.90490, 1.07602, -0.84483]]
}

---

{
  "formula": "H6O2Si2",
  "method": "ωB97M-V/def2-TZVPD",
  "charge": 0,
  "e_homo_ev": -9.5,
  "fmax_ev_per_a": 3.1,
  "de_lowest_kcal_mol": 28.8,
  "species": ["O", "Si", "O", "Si", "H", "H", "H", "H", "H", "H"],
  "coordinates": [[0.36618, -1.76794, -1.31924], [0.25629, -0.93047, 0.08191], [-0.99333, -1.73354, 0.71221], [0.15962, 1.49987, 0.15269], [0.33080, -2.73730, -1.28672], [1.61992, -1.26062, 0.85429], [-1.55238, -1.64897, 1.47036], [-0.04951, 1.88142, -1.26651], [-0.43314, 2.35787, 1.11774], [1.66025, 1.56861, 0.55738]]
}

---

{
  "formula": "H6O3",
  "method": "ωB97M-V/def2-TZVPD",
  "charge": 0,
  "e_homo_ev": -10.5,
  "fmax_ev_per_a": 2.3,
  "de_lowest_kcal_mol": 11.0,
  "species": ["O", "H", "H", "O", "H", "H", "O", "H", "H"],
  "coordinates": [[-0.41000, -1.25556, -0.60356], [-1.00500, -1.36856, -1.36556], [0.27800, -1.91256, -0.48656], [1.34200, 1.01544, -0.13756], [1.50100, 1.85044, -0.59756], [0.99800, 0.37044, -0.77456], [-1.09600, 0.65944, 1.52744], [-1.43000, -0.09256, 1.07244], [-0.17800, 0.73344, 1.36544]]
}